Entry 1:
DFT (ωB97M-V/def2-TZVPD) results for an isolated molecule of C15H11Cl2NO4.

Each line ends with the Mulliken charge.
Positions of all 33 atoms, in Å:
C (3.351, -6.636, -0.089)  -0.65
O (2.296, -5.717, 0.146)  -0.30
C (1.708, -5.210, -0.948)  0.60
O (2.040, -5.505, -2.070)  -0.61
C (0.616, -4.260, -0.621)  0.34
C (-0.078, -3.668, -1.674)  -0.74
C (-1.106, -2.784, -1.416)  -0.42
C (-1.455, -2.480, -0.104)  1.03
C (-2.554, -1.486, 0.165)  -1.43
O (-2.119, -0.153, -0.138)  -0.25
C (-1.398, 0.466, 0.799)  0.53
O (-1.125, -0.008, 1.872)  -0.62
C (-0.985, 1.829, 0.369)  0.21
C (-1.287, 2.354, -0.885)  -0.22
N (-0.920, 3.566, -1.254)  -0.58
C (-0.239, 4.319, -0.417)  0.26
Cl (0.196, 5.875, -0.969)  -0.15
C (0.124, 3.893, 0.869)  0.35
Cl (1.013, 4.914, 1.922)  -0.18
C (-0.261, 2.623, 1.260)  -0.59
C (-0.754, -3.062, 0.946)  -0.38
C (0.274, -3.950, 0.692)  -0.70
H (4.150, -6.159, -0.660)  0.29
H (3.711, -6.944, 0.889)  0.23
H (2.985, -7.497, -0.653)  0.29
H (0.204, -3.918, -2.685)  0.45
H (-1.643, -2.322, -2.230)  0.44
H (-3.409, -1.655, -0.493)  0.48
H (-2.865, -1.529, 1.213)  0.42
H (-1.842, 1.786, -1.616)  0.54
H (-0.013, 2.237, 2.237)  0.55
H (-1.011, -2.809, 1.963)  0.37
H (0.818, -4.404, 1.506)  0.45

Force components x, y, z for each atom (eV/Å):
0.3 -0.2 -0.2
-0.3 0.2 0.2
0.2 -0.2 -0.2
0.0 0.0 0.1
-0.2 0.2 0.1
0.2 -0.1 0.0
0.0 0.0 0.1
0.0 0.1 0.0
-0.1 -0.4 0.3
-0.1 0.2 -0.3
0.1 0.1 0.2
0.0 0.0 0.0
0.1 0.3 0.0
0.0 -0.4 0.3
0.1 0.4 -0.2
-0.1 -0.5 0.3
0.1 0.4 -0.1
-0.2 -0.1 -0.3
0.1 0.0 0.2
-0.1 0.0 -0.3
-0.1 0.0 -0.1
0.1 -0.1 -0.1
-0.1 -0.1 0.1
0.0 0.0 0.0
0.1 0.1 0.1
0.0 0.0 -0.1
-0.1 0.0 -0.1
0.1 0.0 0.1
0.0 0.0 -0.2
0.0 -0.1 0.0
0.0 0.0 0.1
0.0 0.1 0.1
0.0 0.0 0.1

Properties
HOMO energy ... -9.689 eV
Calculated total energy ... -1854.3444 a.u.
Total charge ... 0
SMILES ... COC(=O)c1ccc(COC(=O)c2cnc(Cl)c(Cl)c2)cc1
Kohn-Sham gap ... 0.351 Ha

Entry 2:
DFT (ωB97M-V/def2-TZVPD) results for C15H11Cl3N3OPtS as an isolated structure.

Each line ends with the Mulliken charge.
Positions of all 35 atoms, in Å:
Pt (-0.379, -0.138, -0.208)  0.79
C (-0.884, -4.775, -2.528)  -0.89
N (0.344, -3.952, -2.523)  0.06
C (1.498, -4.231, -3.258)  -0.52
C (2.365, -3.269, -3.004)  -0.33
N (1.747, -2.381, -2.094)  0.24
C (0.499, -2.825, -1.813)  0.28
S (-0.736, -2.305, -0.753)  -0.19
C (2.418, -1.204, -1.606)  1.15
C (3.726, -0.987, -1.993)  -0.53
C (4.386, 0.129, -1.529)  -0.71
C (3.735, 1.007, -0.685)  -0.65
C (2.435, 0.722, -0.347)  -0.07
N (1.777, -0.374, -0.801)  -0.35
H (-0.726, -5.617, -3.191)  0.31
H (-1.725, -4.186, -2.875)  0.37
H (-1.099, -5.134, -1.528)  0.37
H (1.583, -5.097, -3.900)  0.44
H (3.360, -3.135, -3.389)  0.37
H (4.245, -1.672, -2.646)  0.22
H (5.416, 0.305, -1.828)  0.43
H (4.218, 1.897, -0.300)  0.42
H (1.876, 1.377, 0.307)  0.33
Cl (-2.627, 4.711, 4.640)  -0.19
C (-2.104, 3.830, 3.245)  0.48
C (-1.476, 2.618, 3.405)  -0.98
C (-1.080, 1.940, 2.269)  0.95
Cl (-0.307, 0.372, 2.413)  -0.25
C (-1.258, 2.422, 0.978)  0.02
O (-0.793, 1.800, -0.129)  -0.95
C (-1.915, 3.647, 0.868)  0.49
Cl (-2.184, 4.287, -0.714)  -0.18
C (-2.330, 4.348, 1.978)  -0.75
H (-1.308, 2.202, 4.397)  0.41
H (-2.835, 5.301, 1.857)  0.44

Force components x, y, z for each atom (eV/Å):
0.6 -0.3 -0.6
0.5 0.3 0.0
-0.4 -0.8 -0.4
-1.0 -0.6 0.1
0.4 0.8 0.3
1.0 0.9 0.0
-0.1 -0.4 0.0
0.2 -0.2 0.1
-0.6 -0.9 -0.2
0.4 0.0 -0.1
0.4 0.0 -0.2
0.0 0.1 0.1
-0.1 -0.2 0.0
-0.7 1.1 0.4
0.1 0.0 0.0
-0.1 0.1 -0.1
0.1 0.0 0.2
-0.1 0.1 0.1
-0.2 0.0 0.1
0.0 0.1 0.1
-0.2 0.0 0.0
-0.1 -0.1 0.0
-0.1 0.0 0.0
0.0 0.0 0.0
-0.1 0.3 0.0
0.1 -0.4 0.4
0.1 -0.2 -0.1
-0.1 -0.1 0.2
0.7 -0.4 -0.6
-0.3 0.4 0.6
0.0 0.2 -0.3
0.0 0.0 0.1
-0.2 0.3 0.1
0.0 0.1 -0.3
0.1 -0.1 0.0

Properties
HOMO energy (spin up / spin down) ... -10.694 / -10.691 eV
Calculated total energy ... -2715.5472 a.u.
Total charge ... +1
Kohn-Sham gap (spin up / spin down) ... 0.219 / 0.215 Ha

Entry 3:
DFT (ωB97M-V/def2-TZVPD) results for C15H11CuF6N5O4S3Te as an isolated structure.

Each line ends with the Mulliken spin population.
Positions of all 46 atoms, in Å:
Cu (0.491, -0.378, -0.459)  0.01
N (0.994, -3.689, 2.264)  0.00
C (0.701, -2.469, 1.662)  0.00
S (1.878, -1.849, 0.547)  0.00
N (-0.414, -1.913, 2.024)  0.00
N (-0.697, -0.778, 1.317)  0.01
C (-1.006, 0.294, 1.947)  -0.01
C (-1.128, 0.377, 3.427)  0.01
C (-0.374, 1.299, 4.148)  0.00
C (-0.474, 1.370, 5.530)  0.00
C (-1.342, 0.527, 6.210)  0.00
C (-2.100, -0.393, 5.498)  0.00
C (-1.989, -0.473, 4.118)  0.00
C (-1.123, 1.515, 1.124)  0.06
C (-1.747, 2.657, 1.600)  0.00
C (-1.657, 3.833, 0.858)  0.02
C (-1.095, 3.784, -0.396)  -0.03
C (-0.648, 2.537, -0.899)  0.03
N (-0.492, 1.488, -0.068)  0.05
H (1.978, -3.899, 2.262)  0.00
H (0.538, -3.811, 3.155)  0.00
H (0.297, 1.961, 3.615)  0.00
H (0.127, 2.087, 6.077)  0.00
H (-1.425, 0.585, 7.289)  0.00
H (-2.777, -1.058, 6.022)  0.00
H (-2.556, -1.205, 3.560)  0.00
H (-2.248, 2.636, 2.558)  0.00
H (-2.056, 4.764, 1.240)  0.00
H (-0.991, 4.667, -1.008)  0.02
H (-0.062, 2.494, -1.805)  0.02
F (3.881, -2.457, -6.041)  0.00
C (2.676, -2.960, -5.737)  0.00
F (2.730, -4.288, -5.940)  0.00
F (1.790, -2.454, -6.602)  0.00
S (2.203, -2.619, -3.978)  0.00
O (0.866, -3.122, -3.880)  0.00
O (3.257, -3.258, -3.250)  0.00
N (2.371, -1.053, -3.969)  0.00
S (1.313, 0.053, -3.613)  0.00
O (1.993, 1.292, -3.388)  0.00
O (0.263, -0.333, -2.699)  0.00
C (0.421, 0.336, -5.211)  0.00
F (-0.365, 1.402, -5.133)  0.00
F (-0.320, -0.723, -5.541)  0.00
F (1.314, 0.546, -6.196)  0.00
Te (-2.995, 2.678, -2.239)  0.81

Force components x, y, z for each atom (eV/Å):
-0.2 0.3 0.0
0.0 0.0 0.0
0.1 0.1 -0.1
0.0 -0.2 0.0
-0.1 -0.1 0.3
0.1 0.1 -0.1
0.0 -0.2 0.0
0.0 0.0 0.1
0.0 0.0 0.0
0.0 0.0 0.0
0.0 0.0 0.0
0.0 0.0 0.0
0.0 0.0 0.0
0.2 0.2 -0.2
0.0 0.0 0.1
0.0 -0.1 0.0
0.0 0.0 -0.2
1.0 0.2 0.8
-0.3 -0.2 -0.1
0.0 0.0 0.0
0.0 0.0 0.0
0.0 0.0 0.0
0.0 0.0 0.0
0.0 0.0 0.0
0.0 0.0 0.0
0.0 0.0 0.0
0.0 0.0 0.0
0.0 0.0 0.0
0.0 0.0 0.0
-0.2 0.0 -0.1
0.0 0.0 0.0
0.0 0.1 0.0
0.0 0.0 0.0
0.0 0.0 0.0
0.0 0.0 -0.2
0.0 0.0 0.0
0.0 0.0 0.0
-0.1 0.1 0.2
0.0 -0.2 -0.2
0.0 0.1 0.0
0.2 -0.1 0.0
0.0 -0.1 0.1
0.0 0.0 0.0
0.0 0.0 0.0
-0.1 0.0 0.0
-0.6 0.0 -0.4

Properties
HOMO energy (spin up / spin down) ... -1.024 / -0.996 eV
Calculated total energy ... -4855.2681 a.u.
2S+1 ... 2
Total charge ... -2
Kohn-Sham gap (spin up / spin down) ... 0.192 / 0.191 Ha

Entry 4:
DFT (ωB97M-V/def2-TZVPD) results for an isolated molecule of C15H11FN6S.

Each line ends with the Mulliken charge.
Positions of all 34 atoms, in Å:
C (-1.533, -0.302, 2.818)  -0.72
N (-1.766, 0.770, 1.686)  0.11
C (-2.613, 1.781, 1.811)  -0.45
C (-2.792, 2.440, 0.674)  0.70
C (-3.560, 3.653, 0.653)  0.08
C (-4.171, 3.979, -0.505)  -0.55
N (-5.116, 4.973, -0.477)  -0.49
C (-5.108, 5.557, 0.634)  -0.14
S (-4.009, 4.769, 1.863)  -0.15
N (-2.047, 1.699, -0.281)  -0.64
C (-1.455, 0.755, 0.346)  0.49
C (-0.485, -0.265, -0.206)  -0.67
C (0.596, -0.164, -1.151)  -0.80
C (1.617, -1.233, -1.344)  0.56
N (2.921, -0.952, -1.875)  -0.68
C (3.659, -1.991, -1.675)  0.58
C (5.100, -2.230, -1.761)  0.20
F (5.848, -1.147, -2.197)  -0.25
C (5.535, -3.545, -1.478)  -0.40
C (4.643, -4.605, -1.135)  -0.80
C (3.323, -4.229, -0.967)  0.06
N (2.870, -2.950, -1.060)  0.52
N (1.554, -2.455, -0.929)  -1.02
H (-2.338, -1.145, 2.733)  0.28
H (-0.520, -0.784, 2.742)  0.31
H (-1.660, 0.206, 3.884)  0.27
H (-3.098, 2.138, 2.685)  0.39
H (-4.036, 3.608, -1.546)  0.42
H (-5.678, 6.499, 0.719)  0.41
H (-0.433, -1.305, 0.130)  0.48
H (0.731, 0.605, -1.733)  0.59
H (6.570, -3.679, -1.403)  0.46
H (4.932, -5.605, -1.063)  0.45
H (2.522, -4.846, -0.594)  0.40

Force components x, y, z for each atom (eV/Å):
-1.1 0.4 0.1
1.0 -3.2 2.1
-1.1 1.2 2.3
2.0 -1.7 -0.2
-0.4 -0.1 -2.6
-1.1 0.0 -2.4
0.9 -0.1 -1.2
0.0 0.9 2.0
-0.9 0.9 -0.4
-1.0 2.7 -1.4
1.6 -2.2 -0.2
3.5 -0.3 -2.6
-3.7 -4.0 4.9
2.8 0.5 -0.9
-1.8 2.6 0.0
-0.2 0.1 1.0
-1.0 -1.2 -0.3
-0.7 -2.1 0.9
-0.7 2.9 -0.4
-2.2 3.2 -0.4
-0.6 -1.0 1.1
0.2 0.4 -1.3
0.9 -2.3 1.0
1.4 1.7 0.0
-1.0 0.8 -0.1
0.3 -0.9 -2.5
0.1 -0.5 1.2
0.3 -0.5 1.4
0.4 -0.7 0.9
-0.7 0.5 0.9
0.8 4.4 -2.8
1.4 -0.4 -0.3
0.5 -1.2 0.3
0.2 -0.7 -0.1

Properties
HOMO energy ... -7.987 eV
Calculated total energy ... -1404.6534 a.u.
Total charge ... 0
SMILES ... Cn1cc(-c2cncs2)nc1/C=C/c1nc2c(F)cccn2n1
Kohn-Sham gap ... 0.286 Ha